Entry from the OMol25 dataset: a 10-piece molecular cluster, C66H144N6O22P4 overall (ωB97M-V/def2-TZVPD).

Output
Orbital gap (alpha / beta) (eV): 7.8694 / 9.1873
Spin multiplicity: 7

Geometry (Å):
1 C -1.5905 -1.1477 -3.8838
2 O -1.0146 -2.2276 -3.1002
3 P 0.0006 -3.1521 -3.8906
4 O 1.0587 -2.4927 -4.6331
5 O 0.5537 -4.0242 -2.7263
6 C 1.8968 -4.3612 -2.5509
7 O -0.8483 -4.1300 -4.7851
8 C -1.4087 -5.3322 -4.2876
9 H -2.1415 -0.4604 -3.2768
10 H -2.2987 -1.6546 -4.5501
11 H -0.8186 -0.7025 -4.4964
12 H 1.9248 -5.4331 -2.7388
13 H 2.0812 -4.2225 -1.4854
14 H 2.6065 -3.7669 -3.1353
15 H -0.6046 -6.0710 -4.1941
16 H -2.2361 -5.6867 -4.8893
17 H -1.7872 -5.1555 -3.2855
18 C 7.1617 0.4601 -0.5129
19 O 6.8069 -0.7875 -1.0423
20 P 7.7796 -1.6551 -1.7992
21 O 8.7351 -0.9652 -2.6753
22 O 6.8450 -2.6768 -2.5093
23 C 6.3863 -2.4414 -3.8348
24 O 8.5569 -2.5862 -0.8350
25 C 7.9436 -3.4557 0.0732
26 H 7.6017 1.0412 -1.3205
27 H 8.0221 0.2243 0.1545
28 H 6.3059 0.9143 0.0110
29 H 7.1937 -2.0259 -4.4520
30 H 5.5802 -1.6984 -3.7863
31 H 5.9101 -3.3788 -4.1575
32 H 7.2723 -4.1355 -0.4585
33 H 7.3655 -2.8369 0.7520
34 H 8.7430 -3.9778 0.5956
35 C 2.8035 -6.6062 4.2446
36 O 1.4821 -6.8035 3.9683
37 P 0.9166 -6.8958 2.4698
38 O -0.5862 -6.9643 2.4664
39 O 1.7040 -8.1033 1.8388
40 C 1.5245 -9.3889 2.3569
41 O 1.5984 -5.7242 1.6400
42 C 1.0263 -4.3932 1.9553
43 H 3.0582 -7.0070 5.2173
44 H 2.9459 -5.5310 4.2706
45 H 3.4474 -7.0400 3.4608
46 H 2.3330 -9.7124 3.0130
47 H 1.4857 -10.1213 1.5391
48 H 0.5862 -9.3442 2.9090
49 H 1.8242 -3.6360 1.8918
50 H 0.5520 -4.4216 2.9489
51 H 0.2460 -4.1976 1.2273
52 C 4.5181 1.8200 3.5291
53 O 5.6176 0.9115 3.3561
54 P 5.8482 -0.3617 4.1097
55 O 5.0719 -0.6216 5.3675
56 O 5.6416 -1.4710 2.9956
57 C 5.5546 -2.7728 3.3139
58 O 7.4061 -0.4445 4.3315
59 C 8.0007 0.2922 5.3693
60 H 4.7786 2.7780 3.0916
61 H 4.3379 1.9562 4.5905
62 H 3.6641 1.3629 2.9909
63 H 5.1904 -3.3724 2.4835
64 H 4.9153 -2.8219 4.1797
65 H 6.5548 -3.1479 3.6175
66 H 9.0571 0.0814 5.1997
67 H 7.7087 -0.1304 6.3465
68 H 7.8185 1.3837 5.2873
69 C 2.5336 -2.7694 5.9701
70 C 0.9826 -2.8245 6.5125
71 C 0.8578 -2.0877 7.8547
72 C 1.0164 -0.5970 7.7475
73 C -0.0772 -0.0603 6.8361
74 C -0.1222 -0.7018 5.4262
75 N 0.1304 -2.1793 5.4480
76 O 0.1904 -2.6695 4.3154
77 C -1.4030 -0.5236 4.6420
78 C 1.0099 -0.0650 4.5075
79 C 0.5840 -4.2892 6.5083
80 H 2.9062 -1.7570 5.8210
81 H 2.3726 -3.2457 5.0158
82 H 3.2420 -3.2825 6.6356
83 H -0.1900 -2.2631 8.1897
84 H 1.4265 -2.5252 8.6661
85 H 1.9548 -0.3064 7.2636
86 H 0.9925 -0.0946 8.7002
87 H 0.0018 1.0405 6.8787
88 H -1.0347 -0.2726 7.3622
89 H -2.1560 -1.0471 5.2166
90 H -1.6332 0.5072 4.5557
91 H -1.2880 -0.9937 3.6610
92 H 2.0271 -0.2316 4.8924
93 H 0.7912 -0.5355 3.5423
94 H 0.8573 1.0098 4.5321
95 H -0.4464 -4.2606 6.8552
96 H 1.2093 -4.8334 7.2472
97 H 0.7143 -4.6222 5.4936
98 C -6.8502 6.2067 3.4855
99 C -6.6661 5.3105 2.2276
100 C -6.1380 6.0550 0.9733
101 C -5.3946 5.1314 -0.0196
102 C -4.3183 4.3417 0.6845
103 C -4.8658 3.4714 1.8030
104 N -5.6646 4.2694 2.7643
105 O -6.0445 3.6758 3.7269
106 C -5.7380 2.3218 1.1474
107 C -3.8090 2.7545 2.6297
108 C -8.1101 4.7235 1.8653
109 H -7.5666 5.7438 4.1577
110 H -7.1707 7.1698 3.0956
111 H -5.8547 6.3368 3.9040
112 H -6.9355 6.5642 0.4271
113 H -5.4856 6.8795 1.3186
114 H -4.8966 5.7423 -0.7656
115 H -6.0987 4.5093 -0.5811
116 H -3.5499 4.9812 1.1224
117 H -3.8186 3.7108 -0.0522
118 H -5.8576 1.5324 1.8819
119 H -6.6753 2.6839 0.7218
120 H -5.0975 2.0072 0.3266
121 H -3.0726 3.4799 2.9874
122 H -4.2497 2.1826 3.4151
123 H -3.3137 2.0601 1.9468
124 H -8.4783 4.2299 2.7760
125 H -8.0954 4.0757 0.9724
126 H -8.7149 5.6099 1.6892
127 C -2.2789 -3.5898 0.8789
128 C -3.5672 -3.6981 0.0654
129 C -3.6349 -5.1218 -0.5898
130 C -4.0238 -6.2569 0.3910
131 C -5.4421 -5.8533 1.0313
132 C -5.4255 -4.5219 1.7979
133 N -4.8001 -3.5085 0.9448
134 O -4.8666 -2.2164 1.4856
135 C -6.8541 -3.9866 2.0516
136 C -4.6695 -4.6254 3.0968
137 C -3.6239 -2.5183 -0.9181
138 H -2.1516 -4.4284 1.5175
139 H -2.2457 -2.6522 1.4205
140 H -1.4181 -3.5419 0.1676
141 H -4.3733 -5.1027 -1.4373
142 H -2.6776 -5.3544 -1.0776
143 H -3.3167 -6.2288 1.2217
144 H -3.9142 -7.2772 -0.0392
145 H -5.6885 -6.6413 1.7574
146 H -6.2137 -5.8874 0.2996
147 H -7.3285 -4.5990 2.8188
148 H -6.6347 -2.9729 2.4327
149 H -7.3625 -3.9874 1.0888
150 H -5.0380 -5.5214 3.6409
151 H -3.6022 -4.7812 2.9827
152 H -4.8966 -3.7489 3.7238
153 H -2.8465 -2.6473 -1.6993
154 H -3.4162 -1.6492 -0.3052
155 H -4.6201 -2.5029 -1.3441
156 C -5.7302 6.0277 -5.2411
157 C -4.4815 5.5922 -6.1050
158 C -3.4414 6.6984 -6.0315
159 C -2.6655 6.6748 -4.7230
160 C -1.9735 5.3556 -4.4292
161 C -2.9562 4.1355 -4.4918
162 N -3.8540 4.2803 -5.7186
163 O -4.6199 3.2494 -5.9038
164 C -2.2697 2.7537 -4.5581
165 C -3.7850 4.1363 -3.1330
166 C -5.0466 5.3566 -7.5330
167 H -5.4560 6.1733 -4.1893
168 H -6.5520 5.2721 -5.3341
169 H -6.1760 6.9948 -5.5783
170 H -2.7511 6.6493 -6.8642
171 H -3.7865 7.7413 -5.9924
172 H -3.3608 6.9900 -3.9233
173 H -1.8842 7.4630 -4.7457
174 H -1.5618 5.5109 -3.4393
175 H -1.1317 5.1964 -5.0772
176 H -3.0669 2.0439 -4.4596
177 H -1.7854 2.7689 -5.5321
178 H -1.5115 2.7350 -3.7876
179 H -4.4924 3.2877 -3.1306
180 H -3.0854 3.9725 -2.2780
181 H -4.3089 5.0736 -2.9398
182 H -5.7222 4.4941 -7.4701
183 H -4.1621 4.9884 -8.0581
184 H -5.4134 6.3048 -7.9440
185 C 3.3759 5.1780 -2.7865
186 C 3.8290 4.1926 -3.9099
187 C 5.1098 3.3168 -3.6612
188 C 5.3101 2.2401 -4.7240
189 C 4.0725 1.3413 -4.6748
190 C 2.7428 2.0663 -4.9493
191 N 2.5971 3.2991 -4.1400
192 O 1.5006 3.9628 -4.2961
193 C 2.5711 2.3981 -6.4847
194 C 1.4984 1.2475 -4.5127
195 C 4.0895 5.0944 -5.1766
196 H 3.3307 4.5636 -1.8827
197 H 2.4363 5.5067 -3.1885
198 H 4.1091 5.9436 -2.7607
199 H 6.0129 3.9448 -3.6346
200 H 4.9643 2.8583 -2.6586
201 H 6.2913 1.7762 -4.6359
202 H 5.3091 2.7167 -5.6996
203 H 3.9394 0.7746 -3.7539
204 H 4.2334 0.6239 -5.4788
205 H 3.4754 2.8243 -6.9313
206 H 2.3606 1.3776 -6.8330
207 H 1.7194 3.0953 -6.5898
208 H 1.6310 0.2612 -4.9084
209 H 1.3585 1.3453 -3.4410
210 H 0.6960 1.7243 -5.0175
211 H 3.2354 5.7938 -5.1481
212 H 4.0219 4.5056 -6.1116
213 H 5.0535 5.6310 -5.0012
214 C 0.4455 3.1019 -0.9380
215 C 0.6081 1.8228 -0.1709
216 C -0.6078 0.8597 -0.1326
217 C -0.2628 -0.5097 0.4023
218 C 0.8637 -1.2444 -0.2968
219 C 2.1337 -0.3871 -0.4866
220 N 1.7279 1.0106 -0.8538
221 O 2.7642 1.7400 -1.2319
222 C 2.9014 -0.3477 0.8989
223 C 3.0684 -0.9161 -1.5512
224 C 0.9817 2.2450 1.3458
225 H 0.3287 2.7916 -1.9952
226 H 1.3497 3.7016 -0.8257
227 H -0.4383 3.5928 -0.5388
228 H -1.3257 1.2705 0.6021
229 H -1.1445 0.8576 -1.1318
230 H -1.1661 -1.1123 0.4933
231 H 0.0477 -0.3911 1.4649
232 H 0.6038 -1.6845 -1.2665
233 H 1.0343 -2.1279 0.3195
234 H 3.7935 0.2858 0.8361
235 H 2.2883 -0.0141 1.7273
236 H 3.1801 -1.4022 1.0833
237 H 2.4597 -1.0497 -2.4614
238 H 3.8116 -0.1188 -1.5946
239 H 3.4281 -1.9230 -1.2392
240 H 1.9727 2.6971 1.2292
241 H 0.8924 1.3967 2.0391
242 H 0.2139 2.9228 1.6717

---

Entry from the OMol25 dataset: a 10-piece molecular cluster, C66H146N6O10 overall (ωB97M-V/def2-TZVPD).

Output
SMILES string: CC1(C)CCCC(C)(C)N1O.CC1(C)CCCC(C)(C)N1O.CC1(C)CCCC(C)(C)N1O.CC1(C)CCCC(C)(C)N1O.CC1(C)CCCC(C)(C)N1O.CC1(C)CCCC(C)(C)N1O.CC(C)O.CC(C)O.CC(C)O.CC(C)O
Orbital gap (eV): 8.4668

Geometry (Å):
1 C 5.0843 5.9009 0.3741
2 C 4.5907 5.6613 -1.0664
3 C 5.0226 4.2549 -1.4604
4 C 3.0388 5.6803 -1.0314
5 C 2.3907 7.0613 -0.9052
6 C 3.0168 7.9232 -2.0238
7 C 4.5144 8.0121 -1.8963
8 C 4.9893 8.8671 -3.0974
9 C 4.9308 8.8534 -0.6667
10 N 5.0616 6.6621 -2.0314
11 O 6.4864 6.6970 -2.0548
12 H 6.0647 6.3692 0.3970
13 H 4.3726 6.4664 0.9823
14 H 5.0385 4.9455 0.9040
15 H 4.3110 3.5338 -1.0480
16 H 4.9947 4.1016 -2.5434
17 H 5.9987 3.9254 -1.1022
18 H 2.5763 5.2887 -1.9435
19 H 2.7723 5.0031 -0.2142
20 H 1.3105 7.1087 -1.0580
21 H 2.5177 7.4730 0.0995
22 H 2.5755 8.9209 -1.9218
23 H 2.6913 7.6096 -3.0181
24 H 6.0790 8.8709 -3.0912
25 H 4.6384 9.8996 -3.0457
26 H 4.5836 8.5477 -4.0609
27 H 6.0219 8.8349 -0.7136
28 H 4.5820 8.4421 0.2767
29 H 4.5345 9.8605 -0.7597
30 H 6.6798 6.2114 -2.8633
31 C -5.2773 -2.2360 1.3734
32 C -5.1623 -3.6913 1.8726
33 C -5.7795 -3.7319 3.2934
34 C -5.9477 -4.6283 0.9507
35 C -5.6175 -6.1029 1.0894
36 C -4.1038 -6.3236 1.0319
37 C -3.2460 -5.4278 1.9153
38 C -3.1762 -5.9681 3.3538
39 C -1.8277 -5.4953 1.3556
40 N -3.7482 -4.0684 1.8797
41 O -2.8740 -3.1107 2.4523
42 H -4.9209 -1.5362 2.1258
43 H -4.6463 -2.1895 0.4839
44 H -6.3364 -2.1007 1.1601
45 H -5.0199 -3.4514 4.0260
46 H -6.6163 -3.0376 3.3792
47 H -6.1216 -4.7320 3.5668
48 H -7.0153 -4.4528 1.1220
49 H -5.8415 -4.3494 -0.1069
50 H -5.9221 -6.3669 2.1091
51 H -6.0917 -6.7492 0.3558
52 H -3.7833 -6.4348 -0.0082
53 H -3.9407 -7.3440 1.4042
54 H -2.8868 -5.1702 4.0365
55 H -2.5452 -6.8503 3.4601
56 H -4.1804 -6.2946 3.6504
57 H -1.6676 -4.8030 0.5144
58 H -1.5487 -6.4626 0.9390
59 H -1.0451 -5.1293 2.0258
60 H -2.4433 -2.8047 1.6450
61 C 0.8427 1.5825 -2.4157
62 C 1.5225 0.4683 -1.5752
63 C 2.9909 0.4697 -1.8972
64 C 1.3779 0.8089 -0.0894
65 C 0.0119 0.5082 0.5331
66 C -0.4434 -0.9169 0.1559
67 C -0.3604 -1.2021 -1.3534
68 C -0.5417 -2.7305 -1.4209
69 C -1.4817 -0.5544 -2.1890
70 N 0.9785 -0.8634 -1.8035
71 O 1.2525 -1.3983 -3.0733
72 H -0.0652 1.9892 -1.9712
73 H 1.5509 2.4122 -2.4793
74 H 0.6229 1.2257 -3.4219
75 H 3.6079 -0.1909 -1.2821
76 H 3.2032 0.3212 -2.9569
77 H 3.4812 1.4228 -1.6604
78 H 2.1559 0.3977 0.5639
79 H 1.5298 1.8733 0.1377
80 H 0.0640 0.3593 1.6136
81 H -0.7588 1.2121 0.2248
82 H -1.4840 -1.0541 0.4695
83 H 0.1761 -1.6052 0.7331
84 H 0.3060 -3.2092 -0.9176
85 H -0.4374 -3.0760 -2.4544
86 H -1.4497 -3.1570 -0.9968
87 H -2.4214 -1.0214 -1.8747
88 H -1.2886 -0.7666 -3.2368
89 H -1.6236 0.4772 -1.8816
90 H 1.9616 -2.0381 -2.9246
91 C -5.8717 -5.3898 -6.3685
92 C -6.1377 -3.8819 -6.2364
93 C -7.5660 -3.5776 -6.6366
94 C -5.9743 -3.4803 -4.7677
95 C -4.5981 -3.2605 -4.1898
96 C -3.7223 -2.3813 -5.0820
97 C -3.8215 -2.7612 -6.5872
98 C -3.3466 -1.5368 -7.3649
99 C -2.8279 -3.9114 -6.8219
100 N -5.1960 -3.0569 -6.9920
101 O -5.2883 -3.3585 -8.3733
102 H -6.6522 -5.9327 -5.8341
103 H -5.6360 -5.6643 -7.3963
104 H -4.9736 -5.7138 -5.8288
105 H -7.8581 -2.5392 -6.4750
106 H -7.7778 -3.8266 -7.6807
107 H -8.3102 -4.1938 -6.1235
108 H -6.6135 -2.6017 -4.6232
109 H -6.4143 -4.2679 -4.1438
110 H -4.6746 -2.9700 -3.1425
111 H -4.1090 -4.2450 -4.1753
112 H -2.7000 -2.4944 -4.7239
113 H -3.9985 -1.3261 -5.0176
114 H -2.2619 -1.4282 -7.4208
115 H -3.7460 -0.5700 -7.0488
116 H -3.6533 -1.5806 -8.4154
117 H -2.5709 -4.0451 -7.8741
118 H -3.1716 -4.8305 -6.3449
119 H -1.8478 -3.8082 -6.3407
120 H -5.4257 -2.5000 -8.7864
121 C 3.8195 2.8598 3.1057
122 C 5.3177 2.5201 3.2485
123 C 5.8261 2.1349 1.8442
124 C 5.9909 3.7937 3.7845
125 C 7.4241 3.5099 4.2479
126 C 7.4110 2.4176 5.3067
127 C 6.7382 1.1139 4.8181
128 C 7.7425 0.4256 3.8734
129 C 6.5243 0.2058 6.0243
130 N 5.4354 1.4089 4.1977
131 O 4.7962 0.2458 3.7537
132 H 3.3804 2.8364 4.1044
133 H 3.6777 3.8792 2.7341
134 H 3.2837 2.2027 2.4220
135 H 6.1688 2.9829 1.2438
136 H 6.5915 1.3653 1.7176
137 H 5.0464 1.7437 1.1769
138 H 6.0458 4.4377 2.9078
139 H 5.4107 4.1772 4.6216
140 H 8.1128 3.3205 3.4254
141 H 7.7932 4.4007 4.7667
142 H 6.9744 2.7454 6.2523
143 H 8.4511 2.1686 5.5372
144 H 8.3078 1.0507 3.1821
145 H 7.2032 -0.3909 3.3893
146 H 8.5650 0.0257 4.4740
147 H 5.9202 0.6296 6.8234
148 H 7.4339 -0.2141 6.4604
149 H 6.0493 -0.7076 5.6479
150 H 5.1296 0.0570 2.8572
151 C -4.7736 0.1206 5.5392
152 C -3.7824 0.0544 6.7082
153 C -4.5185 0.1816 8.0437
154 C -3.1869 -1.3718 6.7082
155 C -2.0999 -1.6652 5.6581
156 C -1.0108 -0.6029 5.8191
157 C -1.5166 0.8442 5.7853
158 C -0.3523 1.6890 6.2820
159 C -1.7954 1.1694 4.3140
160 N -2.6683 0.9883 6.6664
161 O -3.0350 2.3383 6.8188
162 H -4.2871 -0.2684 4.6412
163 H -5.7579 -0.2967 5.7192
164 H -4.8735 1.1772 5.2497
165 H -4.8726 1.2117 8.1305
166 H -5.3675 -0.5033 8.0541
167 H -3.9245 -0.0314 8.9312
168 H -2.7300 -1.6624 7.6596
169 H -3.9611 -2.1365 6.5842
170 H -1.6789 -2.6371 5.9252
171 H -2.5041 -1.7805 4.6499
172 H -0.1448 -0.7829 5.1828
173 H -0.6648 -0.7835 6.8459
174 H -0.5237 2.7630 6.2118
175 H 0.5545 1.4255 5.7327
176 H -0.1003 1.4638 7.3207
177 H -0.8907 1.1935 3.7031
178 H -2.2608 2.1580 4.2152
179 H -2.4636 0.4598 3.8210
180 H -3.5051 2.5879 6.0058
181 C 5.8951 -2.6945 -5.1602
182 C 4.7527 -1.8074 -4.7175
183 C 3.6746 -1.6498 -5.7659
184 O 4.2367 -2.3061 -3.4724
185 H 5.5710 -3.7374 -5.2448
186 H 6.7140 -2.7196 -4.4314
187 H 6.3908 -2.4368 -6.0972
188 H 5.1172 -0.8029 -4.4651
189 H 3.3492 -2.6297 -6.1142
190 H 4.0185 -1.0306 -6.5955
191 H 2.8726 -1.0398 -5.3417
192 H 4.9082 -2.8793 -3.0938
193 C 3.4240 -7.0111 -5.2982
194 C 2.7326 -6.1534 -4.2379
195 C 1.4095 -5.6083 -4.7497
196 O 2.4057 -7.0037 -3.1148
197 H 2.6860 -7.7636 -5.5971
198 H 4.3000 -7.5327 -4.9240
199 H 3.5967 -6.4335 -6.2067
200 H 3.4512 -5.3656 -3.9863
201 H 0.8787 -4.9546 -4.0549
202 H 0.7932 -6.4546 -5.0570
203 H 1.5697 -5.0000 -5.6461
204 H 1.5828 -6.6294 -2.7877
205 C -5.9064 1.6866 1.0103
206 C -4.5933 2.2501 0.4437
207 C -3.8247 1.1782 -0.3102
208 O -4.9712 3.3826 -0.3434
209 H -6.5762 2.4327 1.4271
210 H -5.6457 0.9757 1.8025
211 H -6.4056 1.1163 0.2211
212 H -4.0435 2.6562 1.2938
213 H -4.4216 0.9329 -1.1943
214 H -3.7139 0.2469 0.2442
215 H -2.8667 1.5767 -0.6365
216 H -5.6501 3.1801 -0.9924
217 C -0.7133 4.1293 0.9073
218 C -0.7738 4.6514 2.3285
219 C 0.3278 5.6881 2.5470
220 O -2.0551 5.2203 2.6178
221 H -0.8838 4.8481 0.1072
222 H -1.2877 3.2037 0.8467
223 H 0.3036 3.7593 0.7214
224 H -0.5644 3.8771 3.0686
225 H 1.2159 5.2460 2.0904
226 H 0.5220 5.9142 3.5937
227 H 0.0219 6.6075 2.0426
228 H -2.3713 5.6813 1.8349

---

What did we get for molecular weight? Answer: 1497.8, 1183.9 g/mol, in the order shown.
What did we get for energy relative to the best compared isomer or geometry (same formula, charge and spin)? Answer: 5.15, 80.34 kcal per mole, in the order shown.